A molecular structure, C30H27BrCrF5N4O2Te in a non-equilibrium geometry. Source: OMol25; level of theory: wB97M-V/def2-TZVPD.

Values from the calculation:
Expectation value of S²: 4.095
Energy relative to the best compared isomer or geometry (same formula, charge and spin) (eV): 0.315
LUMO (alpha / beta) (eV): -2.8 / -2.0
Highest occupied orbital energy (alpha / beta) (hartree): -0.205 / -0.201
Gap between HOMO and LUMO (alpha / beta) (Ha): 0.1034 / 0.1259

```
! RIJCOSX wB97M-V def2-TZVPD def2/J DEFGRID3
* xyz 0 4
Cr 0.202 -0.327 1.292
Br 1.170 0.824 -8.052
C 0.788 0.974 -6.188
C -0.323 1.631 -5.779
C -0.403 1.983 -4.362
C 0.246 0.935 -3.487
O -0.296 0.021 -0.564
C 1.390 0.285 -3.908
C 2.190 -0.705 -3.100
N 2.317 -0.551 -1.837
C 2.839 -1.469 -0.916
C 3.538 -2.673 -1.178
C 3.958 -3.719 -0.461
C 3.600 -3.711 0.875
C 2.848 -2.521 1.447
C 3.749 -2.149 2.607
C 3.987 -0.800 2.915
C 3.141 0.236 2.364
N 2.449 -0.062 1.168
C 2.752 -1.275 0.559
C 1.690 0.404 -5.289
H -1.078 2.035 -6.473
H -0.149 3.036 -4.188
H 2.516 -1.561 -3.675
H 4.027 -2.785 -2.134
H 4.588 -4.504 -0.817
H 3.867 -4.563 1.526
H 4.060 -2.971 3.261
H 4.781 -0.594 3.610
H 3.041 1.210 2.868
H 2.676 0.065 -5.625
C -0.553 3.166 3.525
C -0.365 4.101 2.544
C -0.476 3.790 1.181
C -0.769 2.453 0.810
N -0.629 1.484 1.759
C -0.582 1.859 3.055
C -1.217 2.174 -0.524
C -1.946 3.216 -1.296
C -2.073 3.144 -2.646
C -1.714 1.928 -3.331
C -0.953 0.834 -2.552
N -0.839 1.070 -1.132
H -0.690 3.454 4.558
H -0.152 5.105 2.871
H -0.447 4.560 0.422
H -0.745 1.086 3.780
H -2.258 4.070 -0.669
H -2.559 3.999 -3.182
H -2.616 1.454 -3.743
H -1.414 -0.143 -2.562
C -4.301 -1.457 -0.012
C -3.715 -1.257 1.418
C -3.648 0.202 1.806
C -2.406 -2.041 1.584
H -5.299 -0.983 -0.073
H -4.315 -2.511 -0.323
H -3.683 -0.969 -0.780
H -4.421 -1.786 2.082
H -3.580 0.872 0.916
H -2.812 0.417 2.468
H -4.571 0.511 2.311
H -2.022 -2.381 0.597
H -2.606 -3.015 2.150
F 1.395 -2.968 1.829
Te -0.041 -2.351 3.967
F 0.818 -3.794 5.135
F 0.775 -0.469 3.319
F 0.413 -1.370 5.572
F -1.814 -2.782 4.448
O -1.331 -1.368 2.261
*
```

Löwdin atomic charge list, values in e, 8 entries:
1. Cr 0.95
2. Br 0.69
3. C -0.73
4. C -0.13
5. C -0.19
6. C -0.08
7. O -0.16
8. C -0.17

C4H10OS in the gas phase in a non-equilibrium geometry. Source: OMol25; level of theory: wB97M-V/def2-TZVPD.

Values from the calculation:
Energy relative to the best compared isomer or geometry (same formula, charge and spin) (eV): 0.481
LUMO (eV): 0.8
Highest occupied orbital energy (hartree): -0.328
Gap between HOMO and LUMO (Ha): 0.3576

```
! RIJCOSX wB97M-V def2-TZVPD def2/J DEFGRID3
* xyz 0 1
C -1.937 0.101 -0.511
C -0.479 -0.347 -0.349
C 0.388 0.859 0.096
C 1.706 0.490 0.684
H -2.526 -0.823 -0.702
H -2.322 0.574 0.434
H -1.930 0.718 -1.398
H -0.083 -0.721 -1.275
H -1.340 -1.806 0.780
H 0.582 1.562 -0.791
H -0.234 1.511 0.790
H 2.381 1.382 0.796
H 1.568 -0.063 1.630
H 1.878 -1.530 -0.334
O -0.449 -1.410 0.587
S 2.795 -0.496 -0.438
*
```

Löwdin atomic charge list, values in e, 8 entries:
1. C -0.06
2. C -0.49
3. C -0.26
4. C -0.58
5. H 0.08
6. H 0.10
7. H 0.08
8. H 0.11

5 unconnected molecules or ions with the total composition C14H23N3O2 in a non-equilibrium geometry. Source: OMol25; level of theory: wB97M-V/def2-TZVPD.

Values from the calculation:
Energy relative to the best compared isomer or geometry (same formula, charge and spin) (eV): 2.835
LUMO (eV): 0.8
Highest occupied orbital energy (hartree): -0.298
Gap between HOMO and LUMO (Ha): 0.3253

```
! RIJCOSX wB97M-V def2-TZVPD def2/J DEFGRID3
* xyz 0 1
C 3.906 -23.809 17.529
O 4.203 -22.669 16.712
H 4.711 -23.856 18.257
H 2.967 -23.637 18.055
H 3.898 -24.696 16.895
H 3.451 -22.481 16.145
C 2.313 -23.864 21.129
O 1.339 -24.883 21.036
H 3.299 -24.236 21.424
H 2.370 -23.316 20.196
H 2.024 -23.101 21.868
H 1.183 -25.227 21.919
N 0.246 -19.911 19.519
C 1.077 -20.990 19.487
C 2.359 -20.534 19.662
C 2.294 -19.108 19.728
C 0.973 -18.760 19.676
H -0.757 -19.942 19.523
H 0.683 -21.992 19.471
H 3.273 -21.099 19.581
H 3.101 -18.410 19.871
H 0.503 -17.794 19.741
N 5.621 -23.323 13.713
C 5.015 -24.536 13.867
C 5.678 -25.412 13.051
C 6.726 -24.712 12.413
C 6.671 -23.416 12.846
H 5.509 -22.545 14.343
H 4.228 -24.624 14.593
H 5.476 -26.468 12.979
H 7.429 -25.130 11.712
H 7.317 -22.566 12.712
N 9.047 -22.087 16.434
C 8.333 -23.200 16.050
C 7.688 -23.655 17.170
C 8.044 -22.825 18.260
C 8.902 -21.869 17.767
H 9.694 -21.580 15.857
H 8.404 -23.516 15.024
H 6.988 -24.475 17.119
H 7.686 -22.878 19.274
H 9.383 -21.019 18.220
*
```

Löwdin atomic charge list, values in e, 8 entries:
1. C -0.13
2. O -0.15
3. H 0.07
4. H 0.06
5. H 0.07
6. H 0.07
7. C -0.18
8. O -0.11

A gas-phase ion, C6H9O (charge +1) in a non-equilibrium geometry. Source: OMol25; level of theory: wB97M-V/def2-TZVPD.

Values from the calculation:
Expectation value of S²: 2.006
Energy relative to the best compared isomer or geometry (same formula, charge and spin) (eV): 5.882
LUMO (alpha / beta) (eV): -3.1 / -9.1
Highest occupied orbital energy (alpha / beta) (hartree): -0.361 / -0.585
Gap between HOMO and LUMO (alpha / beta) (Ha): 0.2457 / 0.2516

```
! RIJCOSX wB97M-V def2-TZVPD def2/J DEFGRID3
* xyz 1 3
C 2.251 -0.137 -0.189
C -0.509 -1.010 -0.112
C -0.108 1.264 -0.113
C 0.643 0.015 0.281
C -1.779 -0.342 -0.798
C -1.665 -0.480 0.647
O -1.569 0.890 0.056
H 3.000 -0.374 0.529
H 2.125 -0.999 -0.839
H -2.654 -0.563 -1.352
H -0.525 -2.063 -0.050
H -0.057 2.079 0.700
H -0.100 1.745 -1.031
H 0.573 0.046 1.431
H 2.381 0.739 -0.748
H -2.008 -0.811 1.588
*
```

Löwdin atomic charge list, values in e, 8 entries:
1. C 0.06
2. C -0.03
3. C -0.02
4. C -0.17
5. C 0.03
6. C -0.01
7. O -0.02
8. H 0.08

A molecular structure, C15H18NO2PdSSe2. Source: OMol25; level of theory: wB97M-V/def2-TZVPD.

Values from the calculation:
Energy relative to the best compared isomer or geometry (same formula, charge and spin) (eV): 0.000
LUMO (eV): 2.7
Highest occupied orbital energy (hartree): -0.138
Gap between HOMO and LUMO (Ha): 0.2375

```
! RIJCOSX wB97M-V def2-TZVPD def2/J DEFGRID3
* xyz -1 1
Pd 0.152 0.697 0.525
O 0.671 1.827 -5.609
C 0.687 0.631 -4.825
C 1.169 0.917 -3.394
C 2.542 1.604 -3.528
O 3.387 1.534 -2.404
C 1.201 -0.459 -2.719
Se 1.641 -0.710 -0.817
C 0.131 1.838 -2.752
Se 0.508 2.550 -0.975
H 0.214 1.638 -6.431
H 1.361 -0.104 -5.285
H -0.318 0.195 -4.779
H 2.355 2.644 -3.825
H 3.101 1.133 -4.345
H 2.841 1.706 -1.619
H 1.932 -1.089 -3.234
H 0.221 -0.919 -2.868
H -0.834 1.329 -2.712
H 0.012 2.723 -3.378
C 1.872 -1.858 2.091
C 0.502 -1.657 2.651
C 0.037 -2.584 3.619
C -1.192 -2.431 4.173
C -1.970 -1.301 3.836
C -3.214 -1.044 4.453
C -3.882 0.111 4.151
C -3.334 1.038 3.254
C -2.125 0.821 2.613
S -1.447 2.020 1.557
C -1.439 -0.403 2.884
N -0.236 -0.642 2.253
H 2.491 -2.405 2.802
H 2.342 -0.903 1.856
H 1.822 -2.426 1.160
H 0.677 -3.413 3.890
H -1.574 -3.139 4.899
H -3.608 -1.761 5.163
H -4.835 0.327 4.618
H -3.857 1.964 3.051
*
```

Löwdin atomic charge list, values in e, 8 entries:
1. Pd 0.11
2. O -0.07
3. C -0.24
4. C -0.58
5. C -0.25
6. O -0.12
7. C -0.54
8. Se 0.58